# 1
A molecular structure, C43H40F5N4OS3V in a non-equilibrium geometry, computed with ωB97M-V/def2-TZVPD.

Geometry as XYZ:
```
97
Properties=species:S:1:pos:R:3:forces:R:3:lowdin_spin:R:1
V 1.071589 -0.817231 -0.522795 -0.714 -1.250 -0.341 0.00
C -1.840788 0.611558 -6.314412 -0.007 -0.077 -0.057 0.00
C -1.235726 1.475265 -5.200930 -0.006 -0.033 0.084 0.00
C -1.566804 2.950531 -5.468402 -0.018 0.060 -0.002 0.00
C 0.283512 1.308040 -5.223239 0.048 -0.013 -0.008 0.00
C -1.835996 1.070605 -3.853238 0.048 0.078 -0.009 0.00
C -3.218527 1.075657 -3.658204 -0.078 0.008 0.040 0.00
C -3.752123 0.751634 -2.424746 0.030 -0.010 0.015 0.00
C -2.946820 0.425136 -1.326418 -0.424 -0.003 -0.183 0.00
S -3.870559 0.405188 0.193223 0.135 0.107 -0.068 0.00
C -0.945422 -0.940614 0.545466 0.117 0.329 -0.124 0.00
N -0.631150 -0.058091 -0.575591 -0.802 0.816 0.428 0.00
C -1.568154 0.361152 -1.530068 0.601 -0.653 0.645 0.00
C -1.045982 0.697474 -2.781139 0.062 0.017 -0.191 0.00
C -1.080592 -1.391387 2.863597 -0.435 0.100 0.042 0.00
C -1.458233 -1.735059 4.149493 -0.021 0.021 -0.009 0.00
C -0.601360 -2.507804 4.939393 -0.057 0.087 -0.123 0.00
C 0.622803 -2.922543 4.432356 0.121 0.039 -0.142 0.00
C 1.020468 -2.572835 3.143006 0.145 -0.161 0.359 0.00
C 0.162555 -1.798633 2.380801 0.287 0.199 -0.955 0.00
H -1.379761 0.866411 -7.273464 -0.034 -0.007 0.037 0.00
H -2.919280 0.760955 -6.409556 0.053 -0.004 0.021 0.00
H -1.662442 -0.449778 -6.121317 0.005 0.063 -0.009 0.00
H -1.135124 3.265653 -6.424038 -0.032 -0.021 0.052 0.00
H -1.154149 3.586150 -4.680439 -0.014 -0.039 -0.043 0.00
H -2.646472 3.119303 -5.507820 0.055 -0.017 0.003 0.00
H 0.667974 1.584585 -6.209026 -0.017 -0.009 0.053 0.00
H 0.588225 0.276793 -5.026894 -0.033 0.055 -0.037 0.00
H 0.782625 1.941832 -4.486606 -0.047 -0.031 -0.055 0.00
H -3.888366 1.331713 -4.471095 0.014 0.003 0.043 0.00
H -4.827940 0.768292 -2.283548 0.046 -0.011 -0.018 0.00
H 0.030352 0.657393 -2.890057 0.043 -0.019 0.034 0.00
H -2.412845 -1.416448 4.547900 0.051 -0.005 -0.022 0.00
H -0.900312 -2.792201 5.940911 -0.001 0.013 -0.037 0.00
H 1.275549 -3.536273 5.042357 -0.001 0.007 -0.014 0.00
H 1.961170 -2.909801 2.724909 -0.006 0.014 0.023 0.00
C -3.751216 3.615850 3.165116 -0.026 0.021 -0.033 0.00
C -2.562079 2.800779 3.697217 -0.083 -0.048 -0.009 0.00
C -2.666760 2.679748 5.226137 0.007 -0.031 0.053 0.00
C -1.267773 3.533935 3.356312 0.080 0.058 -0.045 0.00
C -2.600566 1.415663 3.067440 -0.259 -0.119 0.133 0.00
C -3.792430 0.564433 3.331872 0.211 0.211 0.050 0.00
C -4.079407 -0.510699 2.596398 0.029 -0.147 -0.164 0.00
C -3.184900 -0.795829 1.419363 -0.182 0.112 0.090 0.00
S -3.139327 -2.484923 0.748371 -0.151 -0.107 0.069 0.00
C -1.598115 -2.169913 0.028003 0.266 -0.529 -0.029 0.00
N 0.400655 -1.350510 1.088525 -0.763 0.066 0.997 0.00
C -1.740498 -0.488797 1.788350 0.040 0.094 0.227 0.00
C -1.634564 0.932787 2.282019 0.148 -0.129 -0.115 0.00
C -0.901384 -2.979881 -0.862443 0.149 0.063 -0.179 0.00
C -1.409397 -4.242954 -1.312628 -0.026 0.096 0.052 0.00
C -0.656494 -5.035839 -2.114230 0.216 -0.058 -0.125 0.00
C 0.646295 -4.621310 -2.527303 -0.402 -0.435 -0.051 0.00
C 1.146988 -3.423237 -2.138063 -0.113 0.597 0.284 0.00
C 0.402213 -2.531786 -1.300037 0.345 0.681 0.124 0.00
H -3.755172 4.617374 3.607083 0.000 -0.058 -0.015 0.00
H -4.706664 3.137246 3.401948 0.080 0.028 -0.008 0.00
H -3.690250 3.715692 2.077806 0.009 -0.010 0.075 0.00
H -2.513799 3.658643 5.690577 -0.030 -0.046 -0.033 0.00
H -1.906435 1.995322 5.614678 -0.029 0.057 -0.031 0.00
H -3.646759 2.314647 5.545899 0.068 0.006 -0.032 0.00
H -1.281436 4.527829 3.812284 0.005 -0.039 -0.025 0.00
H -1.143891 3.657769 2.277691 -0.014 -0.009 0.060 0.00
H -0.386990 3.003050 3.729105 -0.068 0.021 -0.013 0.00
H -4.458678 0.835319 4.144953 0.057 0.002 -0.047 0.00
H -4.966536 -1.110286 2.767020 0.052 0.031 -0.026 0.00
H -0.727150 1.479536 2.042459 -0.050 -0.060 -0.003 0.00
H -2.393218 -4.574943 -0.993124 0.029 0.073 -0.011 0.00
H -1.044575 -5.995336 -2.436104 0.036 0.015 -0.024 0.00
H 1.244212 -5.266784 -3.161024 -0.071 -0.030 0.012 0.00
H 2.133368 -3.142082 -2.481174 -0.003 0.090 0.067 0.00
C 5.278886 -0.168603 1.620735 -0.151 0.082 -0.158 0.00
N 4.182681 0.701857 1.205688 -0.143 0.071 0.185 0.00
C 2.998302 0.967207 1.765015 0.207 0.121 -0.133 0.00
S 1.807903 1.778146 0.831063 0.210 -0.287 0.256 0.00
N 2.719348 0.644983 3.045349 -0.133 -0.199 -0.039 0.00
C 3.534839 0.016343 4.076241 -0.150 0.170 -0.113 0.00
H 5.827021 -0.421541 0.716556 0.006 0.002 0.061 0.00
H 4.918718 -1.098065 2.048143 -0.080 -0.086 0.027 0.00
H 5.959063 0.315099 2.320825 -0.002 0.069 0.057 0.00
H 4.251829 1.055188 0.261461 0.026 -0.008 0.079 0.00
H 1.741593 0.762391 3.251912 -0.016 0.032 0.042 0.00
H 4.503652 0.498964 4.161190 0.070 0.043 -0.030 0.00
H 3.673452 -1.051019 3.924746 -0.005 -0.119 -0.064 0.00
H 3.011227 0.147086 5.020702 0.000 0.023 0.016 0.00
F 6.199951 -0.065476 -4.110581 -0.076 -0.007 -0.071 0.01
C 5.435573 -0.443114 -3.050503 0.462 -0.220 -0.033 0.05
C 5.530652 -1.759921 -2.420246 0.058 -0.086 -0.210 0.34
F 5.659863 -1.855660 -1.045215 0.025 -0.062 0.071 0.06
C 4.233982 -1.429260 -3.008365 0.301 -0.530 0.166 0.05
F 3.657260 -2.113530 -4.030406 0.051 0.034 -0.077 0.01
C 3.451645 -0.458280 -2.211681 -1.269 0.198 0.612 0.05
O 2.674384 -0.871273 -1.105344 2.231 0.391 -1.422 0.01
C 3.339777 0.874421 -2.854323 -0.230 -0.022 -0.012 0.29
F 3.212748 0.940203 -4.232951 -0.004 0.027 0.021 0.05
C 4.643135 0.553841 -2.306072 -0.078 0.281 0.132 0.05
F 5.243346 1.276878 -1.294806 0.016 -0.038 -0.071 0.01
```
Forces are in eV/Å.

- Frontier orbital gap (spin up / spin down): 5.671 / 5.549 eV
- Electronic energy: -125023.5067 eV
- M: 870.955 g/mol
- E_HOMO (spin up / spin down): -4.078 / -4.079 eV
- Net charge: -1
- Multiplicity: 2

***

# 2
A molecular structure, C43H40N5O9PTi in a non-equilibrium geometry, computed with ωB97M-V/def2-TZVPD.

Geometry as XYZ:
```
99
Properties=species:S:1:pos:R:3:forces:R:3:lowdin_spin:R:1
Ti -0.887209 0.568497 -0.044508 -0.305 -0.497 0.193 0.09
C -4.386822 -2.086505 -1.239872 -0.060 -0.152 0.014 0.00
C -3.218354 -1.623062 -0.628989 0.113 0.127 0.021 0.00
N -2.841552 -0.356360 -0.670318 -0.289 0.240 -0.333 0.00
C -3.649616 0.525203 -1.324656 0.295 -0.066 0.253 0.00
C -4.809933 0.149222 -1.987000 -0.292 -0.040 -0.163 0.00
C -5.171743 -1.210240 -1.933852 -0.190 0.030 -0.138 0.00
C -5.583823 1.142083 -2.684489 -0.051 -0.254 0.042 0.00
C -5.189334 2.427568 -2.712023 0.010 0.235 -0.035 0.00
C -3.998720 2.841792 -2.022473 -0.191 0.228 -0.149 0.00
C -3.526656 4.168178 -2.029676 -0.167 0.034 -0.101 0.00
C -2.394988 4.490427 -1.332492 0.014 0.224 -0.043 0.00
C -1.741124 3.497391 -0.605837 -0.008 -0.195 0.234 0.00
N -2.160302 2.240523 -0.586244 -0.158 0.119 -0.151 0.00
C -3.261934 1.905133 -1.310320 0.296 -0.050 0.232 0.00
H -4.638736 -3.135814 -1.164708 0.020 0.039 -0.012 0.00
H -2.572314 -2.312680 -0.107119 0.090 -0.030 0.063 0.00
H -6.069492 -1.545550 -2.445764 0.091 0.035 0.081 0.00
H -6.492771 0.828737 -3.184781 0.063 0.010 0.004 0.00
H -5.768860 3.175377 -3.243317 0.073 -0.063 0.040 0.00
H -4.067700 4.923406 -2.590065 0.039 -0.053 0.027 0.00
H -1.999547 5.498537 -1.329562 -0.051 -0.076 0.033 0.00
H -0.874995 3.725267 -0.000101 0.126 -0.021 0.002 0.00
C -1.065172 -2.375066 -3.016171 0.025 -0.323 -0.039 0.00
C -0.111783 -3.392320 -2.438688 0.023 0.072 0.021 0.00
C 0.051721 -4.580618 -3.160350 -0.031 0.065 0.020 0.00
C 0.972876 -5.541063 -2.794867 0.050 -0.062 -0.014 0.00
C 1.787322 -5.320885 -1.690153 0.010 -0.025 0.012 0.00
C 1.633600 -4.163326 -0.952408 0.009 0.025 0.041 0.00
C 0.668084 -3.201130 -1.287511 0.016 0.100 -0.154 0.00
P 0.483258 -1.801732 -0.091175 -0.087 -0.561 0.494 0.00
C 2.182683 -1.559826 0.571954 0.020 0.001 -0.008 0.00
C 2.334373 -1.483590 1.960988 -0.045 -0.247 -0.145 0.00
C 3.586244 -1.333068 2.535706 0.009 -0.335 -0.078 0.00
C 4.707222 -1.265928 1.721981 0.062 -0.034 0.026 0.00
C 4.561300 -1.320143 0.345303 -0.015 0.069 -0.067 0.00
C 3.310063 -1.451159 -0.259602 -0.007 0.007 -0.119 0.00
C 3.267331 -1.513378 -1.772429 0.047 0.078 0.126 0.00
C -0.430303 -2.641440 1.271568 0.070 -0.066 -0.138 0.00
C -0.379845 -4.007085 1.557736 0.001 0.039 -0.049 0.00
C -1.218222 -4.560970 2.514057 -0.020 -0.022 0.008 0.00
C -2.138208 -3.754093 3.173080 0.007 0.088 -0.006 0.00
C -2.181145 -2.391809 2.906181 -0.065 -0.042 0.109 0.00
C -1.311065 -1.818348 1.979665 -0.073 0.391 0.016 0.00
C -1.268491 -0.339074 1.753225 0.350 -0.983 0.051 0.00
H -0.635791 -1.944322 -3.921790 0.019 0.006 0.001 0.00
H -1.256478 -1.552539 -2.350209 -0.026 0.211 0.164 0.00
H -2.014498 -2.844767 -3.290297 0.071 0.011 0.039 0.00
H -0.560515 -4.733201 -4.043521 0.038 0.013 0.044 0.00
H 1.072104 -6.451781 -3.376997 -0.006 0.109 0.056 0.00
H 2.538566 -6.047197 -1.403943 -0.039 0.036 -0.015 0.00
H 2.286876 -3.995333 -0.101940 -0.091 -0.026 -0.032 0.00
H 1.463675 -1.543075 2.601764 0.071 -0.058 -0.039 0.00
H 3.682454 -1.276842 3.614209 -0.010 -0.047 -0.091 0.00
H 5.696252 -1.177377 2.159278 -0.084 0.017 -0.050 0.00
H 5.440832 -1.266278 -0.289989 -0.067 0.003 0.043 0.00
H 3.778297 -0.647433 -2.198547 0.021 -0.032 0.025 0.00
H 2.263004 -1.547410 -2.185577 0.007 0.094 -0.003 0.00
H 3.786585 -2.405226 -2.132997 -0.034 0.025 0.036 0.00
H 0.296581 -4.657103 1.020851 0.003 0.025 -0.020 0.00
H -1.164346 -5.623180 2.730574 -0.017 0.127 -0.041 0.00
H -2.813282 -4.184767 3.904813 0.042 0.041 -0.065 0.00
H -2.888941 -1.754548 3.430533 0.095 -0.079 -0.023 0.00
H -0.319400 0.036078 2.177627 -0.141 0.134 -0.008 0.00
H -2.085944 0.173593 2.255821 -0.137 0.239 -0.046 0.00
C 2.454650 1.343075 3.387629 -0.141 0.303 -0.103 0.00
O 1.142893 0.801290 3.333575 0.270 0.165 0.225 0.00
C 0.274501 1.314806 4.331012 0.126 -0.187 0.005 0.00
C -0.339933 2.629422 3.955338 -0.039 0.165 -0.130 0.00
O -1.259552 2.432304 2.892451 -0.351 0.268 0.007 0.00
C -2.107668 3.557579 2.725816 0.130 -0.099 0.008 0.00
H 2.936017 1.101563 4.340473 0.015 -0.021 0.015 0.00
H 3.025549 0.892074 2.575939 -0.132 0.267 0.135 0.00
H 2.456866 2.431725 3.267899 -0.061 -0.030 0.060 0.00
H 0.797723 1.423228 5.286364 0.083 -0.036 0.011 0.00
H -0.517449 0.576930 4.457573 -0.036 -0.069 0.045 0.00
H 0.425837 3.344681 3.651176 0.051 0.131 0.022 0.00
H -0.860384 3.039308 4.826597 -0.068 0.008 0.066 0.00
H -2.599662 3.825209 3.665923 0.006 -0.025 0.022 0.00
H -2.875171 3.290656 1.999860 0.023 -0.005 -0.006 0.00
H -1.549158 4.429240 2.367632 0.010 -0.005 0.004 0.00
O 5.522263 4.240556 -2.516185 -0.279 -0.325 -0.034 0.00
N 4.877787 3.280069 -2.891389 0.134 0.049 -0.104 0.00
O 5.139048 2.586607 -3.855673 -0.159 0.194 0.323 0.00
C 3.671160 2.915749 -2.102034 0.390 0.097 -0.259 -0.01
C 3.443632 3.548194 -0.903084 0.307 0.328 0.003 0.07
C 2.341318 3.169153 -0.179935 -0.201 0.070 0.584 -0.01
C 1.492640 2.131323 -0.576606 -0.639 -0.239 0.417 0.06
O 0.553970 1.607427 0.239709 1.093 0.903 -0.403 0.01
C 1.692856 1.623208 -1.874245 -0.563 -0.309 -0.217 0.00
C 2.803267 1.989594 -2.615447 0.165 -0.050 -0.328 0.06
N 0.764420 0.763958 -2.490840 -0.086 -0.296 0.148 0.30
O 0.949076 0.274905 -3.623235 -0.034 0.165 0.421 0.40
O -0.423589 0.547742 -1.885744 0.393 0.045 -0.835 0.04
N 2.072785 3.939582 1.055506 0.006 -0.168 0.126 0.00
O 3.018995 4.427620 1.633316 -0.121 -0.132 -0.147 0.00
O 0.910333 4.058966 1.408202 0.149 -0.022 -0.237 0.00
H 4.101885 4.326065 -0.546828 0.007 0.003 0.020 0.00
H 2.961793 1.557842 -3.590289 0.012 -0.049 -0.060 0.00
```
Forces are in eV/Å.

- Frontier orbital gap (spin up / spin down): 6.138 / 7.150 eV
- Electronic energy: -103511.0040 eV
- M: 849.660 g/mol
- E_HOMO (spin up / spin down): -9.956 / -10.962 eV
- Net charge: +1
- Multiplicity: 2

***

- Which formula does entry 1 have?
  C43H40F5N4OS3V